1.
{"formula": "C23H54AlN2O10S", "method": "the ωB97M-V functional and the def2-TZVPD basis", "species": ["S", "Al", "O", "O", "O", "O", "O", "O", "O", "O", "O", "O", "N", "N", "C", "C", "C", "C", "C", "C", "C", "C", "C", "C", "C", "C", "C", "C", "C", "C", "C", "C", "C", "C", "C", "C", "C", "H", "H", "H", "H", "H", "H", "H", "H", "H", "H", "H", "H", "H", "H", "H", "H", "H", "H", "H", "H", "H", "H", "H", "H", "H", "H", "H", "H", "H", "H", "H", "H", "H", "H", "H", "H", "H", "H", "H", "H", "H", "H", "H", "H", "H", "H", "H", "H", "H", "H", "H", "H", "H", "H"], "xyz": [[0.37, -4.50, -4.25], [-1.36, -2.49, -1.77], [3.47, -0.42, 5.72], [0.48, 4.16, 4.77], [0.41, 5.81, -2.94], [-2.18, -2.53, -3.48], [-4.39, -4.91, -0.52], [-2.17, 2.43, -3.27], [3.26, -3.74, -3.91], [-2.34, -0.89, -1.36], [1.36, 2.00, -1.97], [0.17, 0.52, 2.89], [2.64, -4.41, -6.19], [4.00, -4.15, -6.32], [-0.71, 5.99, 3.75], [0.89, 8.03, -2.15], [-6.55, -4.23, 0.30], [-1.55, -4.10, -0.51], [-1.96, -0.10, -2.58], [0.01, 1.28, 4.08], [5.20, -1.84, 4.84], [1.40, 6.62, -2.32], [4.38, -3.74, -4.90], [-0.03, -4.58, -0.10], [2.14, -4.19, -4.76], [3.96, -1.75, 5.71], [1.50, 0.92, -0.98], [1.93, 1.51, 0.51], [-0.71, 2.49, -3.30], [-2.30, -1.08, -3.86], [0.36, -5.55, -2.66], [0.07, 0.36, 5.29], [0.99, -4.77, -1.37], [-0.47, 4.49, 3.77], [-5.23, -3.79, -0.30], [-2.69, 1.35, -2.43], [0.03, 2.68, -1.85], [1.64, 6.17, -1.35], [-0.19, 1.59, -3.90], [-1.33, -0.97, -4.55], [0.11, 4.45, 5.63], [1.90, -5.43, -0.96], [-2.04, -3.69, 0.50], [-0.03, 8.04, -1.54], [5.98, -1.16, 5.21], [-6.38, -4.75, 1.24], [-0.95, 1.80, 4.03], [5.45, -3.45, -4.52], [-4.71, -3.10, 0.38], [3.18, -2.42, 5.34], [0.15, -2.03, -1.64], [5.60, -2.86, 4.83], [4.20, -2.03, 6.74], [0.23, 6.52, 3.57], [0.99, 1.91, 1.13], [-0.55, -0.14, 2.86], [-0.79, -0.18, -2.52], [1.64, 8.66, -1.66], [-1.40, 3.95, 3.97], [-5.38, -3.28, -1.26], [-1.43, 6.26, 2.98], [-0.05, 0.94, 6.21], [2.36, 0.19, -1.34], [1.02, -0.17, 5.32], [2.40, 0.63, 1.14], [-4.85, -5.51, -1.13], [1.02, -6.53, -2.82], [-3.27, -0.80, -4.45], [0.42, -3.69, 0.56], [0.22, 3.81, -1.57], [-7.06, -4.93, -0.37], [-0.73, -5.96, -2.42], [0.81, 2.02, 4.12], [-0.08, 4.16, 2.80], [-2.18, -4.97, -0.99], [0.55, 0.25, -0.84], [-2.68, 1.73, -1.30], [4.98, -1.53, 3.82], [1.49, -3.74, -1.69], [-0.72, -0.40, 5.24], [-1.08, 6.33, 4.72], [-7.20, -3.37, 0.47], [-0.49, 2.17, -0.94], [-0.03, -5.52, 0.63], [-0.43, 3.46, -3.94], [2.30, 6.60, -2.93], [0.63, 8.47, -3.12], [3.26, -0.18, 4.80], [0.21, 6.21, -3.81], [-3.85, 1.24, -2.70], [2.76, 2.36, 0.41]], "charge": -1, "homo_ev": -5.16, "spin_multiplicity": 1}


2.
{"formula": "C23H55BCl2NO10P2", "method": "the ωB97M-V functional and the def2-TZVPD basis", "species": ["Cl", "Cl", "P", "P", "O", "O", "O", "O", "O", "O", "O", "O", "O", "O", "N", "C", "C", "C", "C", "C", "C", "C", "C", "C", "C", "C", "C", "C", "C", "C", "C", "C", "C", "C", "C", "C", "C", "C", "B", "H", "H", "H", "H", "H", "H", "H", "H", "H", "H", "H", "H", "H", "H", "H", "H", "H", "H", "H", "H", "H", "H", "H", "H", "H", "H", "H", "H", "H", "H", "H", "H", "H", "H", "H", "H", "H", "H", "H", "H", "H", "H", "H", "H", "H", "H", "H", "H", "H", "H", "H", "H", "H", "H", "H"], "xyz": [[3.08, 6.34, -5.04], [2.31, 3.40, -4.61], [-3.89, 0.30, 1.68], [0.62, -5.41, 4.89], [7.49, 3.95, -4.56], [2.18, -5.20, 4.54], [-3.39, -1.01, 2.51], [2.73, 5.28, -2.52], [0.04, -5.20, 3.38], [-3.91, 1.39, 0.67], [-0.53, -5.19, 5.80], [-5.33, -0.43, 1.31], [-4.31, 1.12, 3.03], [0.75, -7.04, 4.96], [5.72, 3.06, -2.64], [0.61, 5.65, -3.78], [-3.41, -1.16, 3.93], [-0.73, 2.43, -3.33], [0.85, -2.95, 2.86], [5.72, 3.36, -6.16], [-4.79, -1.45, 4.48], [-0.25, 5.35, -5.04], [-1.09, 2.91, -4.75], [3.16, -6.23, 4.39], [-5.42, -1.16, 0.08], [-1.90, 1.69, -2.66], [6.63, 2.91, -5.01], [3.64, 4.33, -2.04], [-5.67, 3.10, 2.72], [3.05, -6.95, 3.07], [-1.30, -8.30, 5.17], [5.01, 4.35, -2.75], [5.74, 2.31, -3.87], [-4.56, -2.41, 0.08], [-0.34, -3.88, 2.97], [-0.03, -7.84, 5.84], [-4.31, 2.55, 3.08], [-1.44, 4.40, -4.82], [2.15, 5.11, -3.83], [6.65, 3.22, -2.29], [-4.07, 2.82, 4.11], [6.17, 1.32, -3.63], [4.13, -5.72, 4.44], [1.31, -2.77, 3.83], [-2.26, 0.88, -3.29], [-5.63, 4.19, 2.64], [3.14, -6.91, 5.24], [3.76, -7.78, 3.04], [-1.60, 1.33, -1.67], [2.05, -7.36, 2.90], [-2.75, 2.36, -2.53], [-0.34, 2.65, -5.50], [-4.78, -3.04, 0.94], [3.25, 3.31, -1.95], [6.25, 3.97, -6.90], [7.12, 4.77, -4.90], [7.28, 2.13, -5.43], [4.96, 4.71, -3.77], [-5.16, -2.41, 4.11], [-3.52, 2.97, 2.46], [3.26, -6.27, 2.24], [-4.73, -2.99, -0.83], [-1.08, -8.99, 4.36], [-0.82, -3.98, 2.00], [-5.51, -0.69, 4.18], [0.11, 5.33, -2.86], [4.74, 2.12, -4.24], [-1.85, -7.46, 4.73], [-6.40, 2.83, 3.48], [0.59, -8.71, 6.09], [-5.15, -0.51, -0.75], [-6.03, 2.69, 1.77], [4.85, 3.92, -5.80], [0.15, 1.79, -3.29], [-2.94, -0.31, 4.42], [-0.70, 6.31, -5.34], [-0.23, -7.31, 6.77], [-3.50, -2.17, 0.12], [-1.98, 4.72, -3.92], [-6.47, -1.43, -0.03], [0.36, 5.06, -5.90], [-2.09, 4.53, -5.69], [5.32, 2.48, -6.67], [5.63, 5.06, -2.20], [1.62, -3.38, 2.21], [-0.55, 3.31, -2.72], [0.71, 6.73, -3.72], [-2.01, 2.37, -5.02], [3.86, 4.62, -1.00], [0.54, -1.99, 2.45], [-4.75, -1.47, 5.57], [-1.95, -8.81, 5.89], [-2.76, -2.02, 4.15], [-1.07, -3.48, 3.67]], "charge": -1, "homo_ev": -5.18, "spin_multiplicity": 1, "de_lowest_ev": 0.000}


3.
{"formula": "C23H55Br2N5O8", "method": "the ωB97M-V functional and the def2-TZVPD basis", "species": ["Br", "Br", "O", "O", "O", "O", "O", "O", "O", "O", "N", "N", "N", "N", "N", "C", "C", "C", "C", "C", "C", "C", "C", "C", "C", "C", "C", "C", "C", "C", "C", "C", "C", "C", "C", "C", "C", "C", "H", "H", "H", "H", "H", "H", "H", "H", "H", "H", "H", "H", "H", "H", "H", "H", "H", "H", "H", "H", "H", "H", "H", "H", "H", "H", "H", "H", "H", "H", "H", "H", "H", "H", "H", "H", "H", "H", "H", "H", "H", "H", "H", "H", "H", "H", "H", "H", "H", "H", "H", "H", "H", "H", "H"], "xyz": [[6.37, 2.24, -1.33], [3.81, -0.90, -3.24], [6.61, -0.75, 2.50], [-10.73, -2.76, 2.24], [-6.44, -0.94, 2.76], [-0.22, -2.88, -1.70], [2.84, 0.05, -0.77], [6.47, 4.71, -6.94], [-0.67, -1.65, 0.43], [2.39, 2.17, 0.26], [5.08, 3.27, -4.89], [0.44, 1.20, -0.86], [-5.62, -1.15, 0.01], [8.50, -2.75, 1.65], [-9.45, -0.65, 3.72], [-10.40, -0.31, 2.64], [7.21, -3.77, 3.46], [-6.35, -2.14, 3.51], [5.30, -1.23, 2.76], [-12.06, -3.04, 2.62], [-11.72, 0.12, 3.27], [5.86, 4.46, -4.53], [6.94, 4.76, -5.59], [-10.54, -1.48, 1.63], [4.91, 5.62, -4.28], [-1.13, -0.50, -1.96], [-5.18, -0.40, 2.35], [0.15, 0.55, -2.19], [5.83, 5.90, -7.38], [8.16, -2.63, 3.08], [1.90, 1.14, -0.47], [7.61, -1.23, 3.42], [3.89, 0.46, -1.72], [5.42, 0.50, -1.06], [-4.60, -1.04, 1.07], [-0.66, -1.78, -1.05], [-3.98, -2.42, 1.30], [6.37, -0.76, -1.56], [3.62, 1.52, -2.20], [-6.44, -1.62, 0.43], [-7.23, -2.22, 4.15], [-12.08, -0.58, 4.02], [-12.79, -2.61, 1.93], [5.93, 5.96, -8.47], [-4.73, -3.20, 1.44], [1.04, -0.06, -2.65], [8.44, -0.51, 3.34], [-2.02, 0.10, -1.45], [5.46, 6.56, -4.17], [-12.19, -4.13, 2.62], [0.25, -1.34, 0.72], [9.21, -2.05, 1.43], [7.38, -0.72, -0.92], [4.74, 3.40, -5.85], [-5.97, -0.22, -0.21], [6.81, -3.62, 4.47], [0.17, 2.21, -0.86], [-5.37, 0.66, 2.14], [-11.61, 1.09, 3.76], [-5.46, -2.16, 4.15], [-3.80, -0.39, 0.71], [6.28, 6.80, -6.94], [7.68, -2.45, 1.12], [6.37, -3.86, 2.77], [-0.26, 1.38, -2.93], [4.34, 5.46, -3.36], [7.71, 3.98, -5.52], [-1.55, -0.89, -3.00], [5.14, -2.17, 2.23], [5.71, 2.47, -4.96], [7.25, -1.17, 4.45], [5.90, -1.82, -1.32], [-11.33, -1.28, 0.90], [4.77, 5.86, -7.15], [-9.61, -1.55, 1.07], [-10.00, 0.55, 2.09], [5.29, 0.37, 0.12], [-6.35, -3.00, 2.84], [7.74, -4.73, 3.44], [-3.37, -2.71, 0.44], [-8.54, -0.85, 3.30], [-9.74, -1.55, 4.11], [5.11, -1.36, 3.83], [-3.34, -2.41, 2.19], [4.18, 5.75, -5.08], [-4.46, -0.43, 3.18], [-12.50, 0.23, 2.50], [-12.24, -2.69, 3.64], [6.38, 4.25, -3.58], [9.08, -2.77, 3.66], [7.45, 5.71, -5.39], [6.69, -0.67, -2.70], [4.59, -0.51, 2.36]], "homo_ev": -9.06, "spin_multiplicity": 1, "smiles": "C[C@@H](Br)[C@@H](Br)OC(=O)NCCC(=O)O.COC[C@@H](C)N.COC[C@@H](C)N.COC[C@@H](C)N.COC[C@@H](C)N"}


Calculated total energy: -65605.0825; -91014.0289; -188651.0670 (eV)
Frontier orbital gap: 7.33; 6.61; 9.12 (eV)